## 1
Molecular formula: C11H11ClO
Method: DFT, ωB97M-V/def2-TZVPD

* LUMO energy (alpha / beta): -0.16 / -0.62 eV

Last column: Löwdin charge in e.
Element x y z (Å)
C: -0.911 2.939 1.574  0.153
C: -1.052 1.778 1.274  -0.102
C: 2.696 -0.173 -2.154  -0.101
C: 2.918 -0.381 -0.808  -0.063
C: 1.469 0.279 -2.690  -0.039
C: 1.830 -0.132 0.097  -0.076
C: 0.332 0.191 -1.830  -0.057
C: 0.609 0.103 -0.479  0.009
C: -1.533 -1.898 1.057  -0.123
C: -1.402 -0.609 1.778  -0.654
C: -1.578 0.541 0.914  -0.375
O: -2.510 0.491 -0.112  0.064
Cl: -2.728 -0.640 3.115  0.543
H: -0.442 3.875 1.494  0.026
H: 3.506 -0.339 -2.751  0.068
H: 3.803 -0.703 -0.295  0.097
H: 1.567 0.379 -3.719  0.078
H: 2.000 -0.231 1.087  0.062
H: -0.605 0.279 -2.247  0.071
H: -2.181 -1.580 0.302  0.049
H: -1.874 -2.774 1.665  0.091
H: -0.445 -2.055 0.747  0.105
H: -0.452 -0.588 2.225  0.088
H: -3.017 1.248 -0.244  0.088


## 2
Molecular formula: C11H11ClO
Method: DFT, ωB97M-V/def2-TZVPD

* LUMO energy (alpha / beta): -0.37 / -0.35 eV

Last column: Löwdin charge in e.
Element x y z (Å)
C: -2.887 1.540 -0.113  -0.112
C: -2.477 1.482 1.195  -0.070
C: -2.179 1.137 -1.208  -0.077
C: -1.216 0.943 1.425  -0.002
C: -0.831 0.742 -0.978  -0.064
C: -0.423 0.617 0.341  -0.288
C: -0.065 -2.355 0.134  -0.742
C: 1.983 -0.243 1.236  -0.072
C: 2.119 0.002 -0.202  -0.282
C: 0.786 -0.041 0.440  -0.174
C: 2.504 -1.140 -1.094  -0.057
O: 0.273 -3.332 0.674  0.014
Cl: -1.366 -2.188 -0.909  0.741
H: -3.889 2.004 -0.329  0.123
H: -3.076 1.881 1.978  0.099
H: -2.602 1.157 -2.161  0.086
H: -0.986 0.819 2.464  0.117
H: -0.080 0.730 -1.808  0.142
H: 1.988 -1.274 1.614  0.123
H: 2.334 0.523 1.886  0.103
H: 2.145 1.066 -0.401  0.153
H: 1.648 -1.636 -1.626  0.082
H: 3.182 -1.828 -0.667  0.065
H: 3.115 -0.607 -1.890  0.094


Which of them is the least stable? Correct choice: 1.


## 1
Molecular formula: C4H14O3
Method: DFT, ωB97M-V/def2-TZVPD

* LUMO energy: 0.46 eV
* SMILES: C=C(C)C.O.O.O

Last column: Löwdin charge in e.
Element x y z (Å)
C: 1.670 -0.787 -2.172  0.042
C: 1.376 -0.498 -0.852  -0.395
C: 0.249 0.406 -0.418  -0.101
C: 2.425 -0.789 0.282  -0.093
H: 2.302 -1.617 -2.470  0.055
H: 1.484 -0.030 -2.863  0.035
H: -0.744 0.133 -0.878  0.100
H: -0.136 0.526 0.578  0.041
H: 0.424 1.318 -0.889  0.060
H: 3.240 -1.584 0.142  0.096
H: 2.925 0.195 0.589  0.094
H: 1.926 -0.870 1.323  0.082
O: -0.305 -2.385 1.079  -0.082
H: -0.908 -2.968 0.587  0.046
H: 0.275 -2.004 0.362  0.012
O: -1.939 1.166 1.740  -0.021
H: -1.886 0.690 2.538  0.031
H: -2.200 0.386 1.261  0.038
O: -3.782 2.963 0.051  -0.017
H: -3.305 2.253 0.353  -0.061
H: -3.092 3.499 -0.342  0.039


## 2
Molecular formula: C4H14O3
Method: DFT, ωB97M-V/def2-TZVPD

* LUMO energy: 0.46 eV
* SMILES: C/C=C/C.O.O.O

Last column: Löwdin charge in e.
Element x y z (Å)
C: -0.533 2.348 1.856  -0.108
C: -0.797 1.211 0.908  -0.181
C: -1.407 1.408 -0.258  -0.180
C: -1.450 0.468 -1.444  -0.106
H: -0.748 2.130 2.902  0.068
H: -1.249 3.139 1.579  0.069
H: 0.439 2.813 1.705  0.071
H: -0.663 0.236 1.352  0.073
H: -2.011 2.298 -0.419  0.096
H: -0.489 0.525 -1.959  0.070
H: -1.575 -0.567 -1.158  0.062
H: -2.189 0.846 -2.150  0.065
O: 0.823 -1.498 1.412  -0.059
H: 0.352 -1.505 0.571  0.027
H: 1.713 -1.790 1.187  0.046
O: -1.214 -4.546 2.192  -0.064
H: -1.423 -3.608 2.104  0.025
H: -0.252 -4.491 2.145  0.027
O: 4.230 -0.144 -3.985  -0.061
H: 3.658 0.108 -4.716  0.031
H: 4.788 0.621 -3.823  0.030


## 3
Molecular formula: C4H14O3
Method: DFT, ωB97M-V/def2-TZVPD

* LUMO energy: 0.46 eV
* SMILES: CCO.CO.CO

Last column: Löwdin charge in e.
Element x y z (Å)
C: -1.513 0.290 -1.740  -0.084
C: -0.171 0.784 -2.224  -0.285
O: 0.851 0.301 -1.337  -0.106
H: -1.550 -0.802 -1.732  0.077
H: -2.399 0.613 -2.287  0.081
H: -1.687 0.647 -0.721  0.071
H: -0.219 1.869 -2.350  0.117
H: 0.051 0.346 -3.203  0.112
H: 1.704 0.504 -1.733  0.105
C: 0.031 1.320 2.159  -0.161
O: -0.240 1.871 0.887  -0.130
H: -0.461 0.349 2.283  0.069
H: 1.102 1.062 2.230  0.077
H: -0.182 2.007 2.971  0.074
H: 0.294 1.419 0.222  0.030
C: 0.869 -2.261 1.405  -0.156
O: -0.080 -1.788 0.445  -0.147
H: 1.145 -3.275 1.114  0.072
H: 1.753 -1.637 1.546  0.073
H: 0.321 -2.281 2.346  0.074
H: 0.381 -1.339 -0.282  0.036


Which of them is the least stable? Correct choice: 1.


## 1
Molecular formula: C4H14O3
Method: DFT, ωB97M-V/def2-TZVPD

* LUMO energy: -3.95 eV

Last column: Löwdin charge in e.
Element x y z (Å)
C: 0.060 -1.717 0.958  -0.010
C: 0.050 -0.364 0.929  -0.144
C: 0.560 0.557 2.128  -0.118
C: -0.624 -2.359 -0.286  -0.028
H: 0.543 -2.301 1.742  0.123
H: -0.543 0.174 0.181  0.061
H: 1.447 1.178 1.999  0.054
H: 0.963 -0.121 2.950  0.074
H: -0.170 1.184 2.669  0.077
H: 0.032 -3.209 -0.588  0.108
H: -1.615 -2.618 0.031  0.091
H: -0.724 -1.593 -0.965  0.015
H: -1.433 1.729 -2.185  0.001
H: 1.499 0.202 -0.341  0.432
O: -1.066 1.171 -1.496  -0.325
H: -0.086 3.545 -0.112  0.000
H: -0.444 2.033 -0.602  -0.036
O: -0.071 2.649 0.229  -0.189
H: -0.160 0.225 -2.235  -0.070
H: 1.288 0.007 -2.311  -0.021
O: 0.495 -0.373 -2.696  -0.095


## 2
Molecular formula: C4H14O3
Method: DFT, ωB97M-V/def2-TZVPD

* LUMO energy: 0.62 eV
* SMILES: C/C=C/C.O.O.O

Last column: Löwdin charge in e.
Element x y z (Å)
C: 0.277 2.305 -0.780  -0.092
C: -0.615 1.050 -0.873  -0.175
C: -1.909 0.903 -1.223  -0.206
C: -2.512 -0.364 -1.618  -0.128
H: 0.076 2.829 0.161  0.070
H: 1.294 1.891 -0.804  0.056
H: 0.098 2.901 -1.678  0.069
H: -0.056 0.138 -0.664  0.073
H: -2.568 1.776 -1.281  0.108
H: -3.246 -0.523 -0.733  0.112
H: -2.871 -0.404 -2.621  0.060
H: -1.893 -1.265 -1.563  0.073
O: -0.283 -0.383 2.542  -0.048
H: 0.128 0.217 1.905  0.036
H: 0.178 -0.127 3.351  0.058
O: 2.976 -0.556 0.337  -0.082
H: 2.110 -0.768 -0.049  0.000
H: 3.471 -0.285 -0.446  0.040
O: 1.005 -2.216 0.730  -0.082
H: 1.839 -2.481 1.139  0.046
H: 0.549 -1.902 1.531  0.015


## 3
Molecular formula: C4H14O3
Method: DFT, ωB97M-V/def2-TZVPD

* LUMO energy: 0.33 eV
* SMILES: C=C(C)C.O.O.O

Last column: Löwdin charge in e.
Element x y z (Å)
C: -1.805 -2.055 0.328  0.020
C: -1.824 -0.822 0.820  -0.417
C: -0.539 -0.050 1.013  -0.082
C: -3.088 -0.120 1.176  -0.086
H: -2.560 -2.786 0.593  0.060
H: -0.861 -2.503 0.033  0.058
H: -0.618 1.037 1.017  0.080
H: 0.018 -0.306 1.917  0.084
H: 0.086 -0.376 0.176  0.048
H: -3.113 0.466 2.096  0.077
H: -3.527 0.530 0.420  0.080
H: -3.889 -0.858 1.337  0.077
O: 2.591 1.770 0.172  -0.065
H: 2.431 1.291 0.991  0.040
H: 2.100 1.250 -0.491  -0.012
O: 4.512 0.375 -1.834  -0.066
H: 4.069 0.740 -1.055  -0.003
H: 4.136 0.863 -2.573  0.030
O: 0.843 0.797 -1.829  -0.053
H: -0.040 0.862 -2.212  0.066
H: 1.077 -0.103 -2.095  0.064


## 4
Molecular formula: C4H14O3
Method: DFT, ωB97M-V/def2-TZVPD

* LUMO energy: 0.69 eV
* SMILES: CC[C@H](C)O.O.O

Last column: Löwdin charge in e.
Element x y z (Å)
C: 1.359 -1.269 -0.160  -0.099
C: 0.977 -0.323 -1.324  -0.201
C: -0.184 -0.951 -2.088  -0.450
C: -0.378 -0.428 -3.507  -0.046
O: -1.350 -0.863 -1.258  -0.042
H: 0.562 -1.975 0.060  0.068
H: 1.674 -0.785 0.751  0.056
H: 2.235 -1.856 -0.464  0.070
H: 0.651 0.632 -0.908  0.113
H: 1.865 -0.089 -1.910  0.104
H: -0.004 -2.023 -2.185  0.130
H: -0.498 -1.250 -4.208  0.074
H: -1.198 0.273 -3.693  0.078
H: 0.485 0.143 -3.865  0.076
H: -2.008 -0.403 -1.774  0.072
O: -1.354 1.227 2.470  -0.056
H: -0.994 1.108 3.347  0.001
H: -1.649 0.421 2.044  0.028
O: 0.900 2.074 4.442  -0.052
H: 1.308 1.245 4.170  0.037
H: 1.604 2.521 4.921  0.039


Which of them is the least stable? Correct choice: 1.


## 1
Molecular formula: C14H16O2
Method: DFT, ωB97M-V/def2-TZVPD

* LUMO energy: 0.80 eV
* SMILES: Cc1ccc(O)cc1.Cc1ccc(O)cc1

Last column: Löwdin charge in e.
Element x y z (Å)
C: -4.673 -1.316 4.063  -0.060
C: -3.878 -1.033 2.788  -0.326
C: -3.211 -1.870 1.951  -0.095
C: -2.202 -1.448 1.089  0.006
C: -2.045 0.021 0.888  -0.312
O: -0.966 0.390 0.151  -0.005
C: -2.826 0.964 1.556  -0.024
C: -3.603 0.329 2.500  -0.084
H: -4.301 -1.027 5.030  0.068
H: -4.464 -2.400 4.247  0.074
H: -5.716 -1.110 3.567  0.126
H: -3.305 -2.949 2.129  0.113
H: -1.641 -2.015 0.293  0.123
H: -0.721 -0.282 -0.551  0.132
H: -3.051 2.002 1.180  0.138
H: -4.396 0.883 3.154  0.135
C: 4.017 1.617 -4.273  -0.073
C: 3.611 1.138 -2.959  -0.326
C: 4.157 -0.033 -2.392  -0.012
C: 3.682 -0.696 -1.166  -0.002
C: 2.565 -0.181 -0.548  -0.300
O: 1.914 -0.756 0.538  0.014
C: 2.039 1.062 -1.116  0.024
C: 2.467 1.664 -2.374  -0.003
H: 4.447 0.793 -4.921  0.104
H: 4.796 2.416 -4.159  0.107
H: 3.253 1.834 -4.882  0.029
H: 5.073 -0.443 -2.841  0.106
H: 4.124 -1.525 -0.675  0.096
H: 1.558 -0.046 1.113  0.115
H: 1.366 1.551 -0.627  0.024
H: 1.931 2.466 -2.754  0.088


## 2
Molecular formula: C14H16O2
Method: DFT, ωB97M-V/def2-TZVPD

* LUMO energy: 0.72 eV
* SMILES: Cc1ccc(O)cc1.Cc1ccc(O)cc1

Last column: Löwdin charge in e.
Element x y z (Å)
C: -4.174 1.677 4.047  -0.075
C: -3.036 1.253 3.130  -0.279
C: -3.159 0.442 1.920  -0.026
C: -2.097 0.137 1.116  -0.056
C: -0.861 0.568 1.468  -0.353
O: 0.025 0.276 0.437  -0.032
C: -0.629 1.498 2.500  0.016
C: -1.769 1.735 3.377  -0.059
H: -4.272 0.718 4.758  0.124
H: -5.155 1.869 3.600  0.062
H: -4.145 2.596 4.628  0.064
H: -4.213 0.106 1.683  0.124
H: -2.019 -0.332 0.145  0.126
H: 0.843 -0.283 0.699  0.146
H: 0.331 2.045 2.457  0.117
H: -1.504 2.328 4.232  0.096
C: 2.722 0.816 -4.077  -0.072
C: 2.344 -0.370 -3.168  -0.291
C: 1.052 -0.861 -3.108  -0.106
C: 0.725 -1.899 -2.377  -0.020
C: 1.728 -2.369 -1.407  -0.297
O: 1.629 -3.473 -0.602  0.062
C: 2.938 -1.770 -1.282  -0.076
C: 3.331 -0.851 -2.278  -0.052
H: 3.819 0.711 -4.307  0.072
H: 2.747 1.809 -3.513  0.092
H: 2.078 0.795 -5.013  0.087
H: 0.242 -0.492 -3.812  0.143
H: -0.134 -2.580 -2.387  0.127
H: 2.360 -3.614 -0.098  0.038
H: 3.780 -1.952 -0.482  0.151
H: 4.472 -0.533 -2.283  0.148


## 3
Molecular formula: C14H16O2
Method: DFT, ωB97M-V/def2-TZVPD

* LUMO energy: 0.78 eV
* SMILES: Cc1ccc(O)cc1.Cc1ccc(O)cc1

Last column: Löwdin charge in e.
Element x y z (Å)
C: 0.763 -0.749 4.012  -0.064
C: -0.293 -1.247 3.079  -0.289
C: -1.614 -0.819 3.160  -0.046
C: -2.548 -1.155 2.195  -0.023
C: -2.135 -1.875 1.088  -0.345
O: -3.004 -2.220 0.094  0.035
C: -0.824 -2.297 0.962  -0.028
C: 0.053 -2.070 2.007  -0.048
H: 1.037 0.294 3.906  0.078
H: 1.702 -1.280 3.857  0.071
H: 0.520 -0.894 5.068  0.079
H: -1.882 -0.266 4.062  0.117
H: -3.566 -0.795 2.243  0.113
H: -3.708 -1.553 -0.023  0.117
H: -0.540 -2.893 0.100  0.121
H: 1.091 -2.391 1.946  0.111
C: 2.481 -0.520 -2.268  -0.060
C: 1.499 0.625 -2.295  -0.289
C: 1.534 1.531 -3.364  -0.048
C: 0.676 2.611 -3.385  -0.028
C: -0.225 2.783 -2.337  -0.322
O: -1.083 3.872 -2.295  0.031
C: -0.330 1.854 -1.327  -0.012
C: 0.563 0.777 -1.283  -0.032
H: 3.524 -0.198 -2.290  0.078
H: 2.364 -1.146 -3.153  0.078
H: 2.357 -1.116 -1.368  0.067
H: 2.347 1.368 -4.063  0.114
H: 0.707 3.342 -4.189  0.114
H: -0.735 4.542 -2.890  0.094
H: -1.105 1.980 -0.578  0.118
H: 0.377 -0.095 -0.670  0.097


Which of them is the least stable? Correct choice: 1.


## 1
Molecular formula: C5H10N2S
Method: DFT, ωB97M-V/def2-TZVPD

* LUMO energy: 0.60 eV
* SMILES: CCC(/C=C\N)=N/S

Last column: Löwdin charge in e.
Element x y z (Å)
C: 3.134 0.031 -0.261  -0.170
C: 2.078 -0.243 0.705  -0.272
C: 0.621 -0.018 0.063  -0.400
C: 0.053 -1.181 -0.707  -0.083
C: -1.214 -1.782 -0.381  -0.169
N: -1.961 -1.323 0.726  0.015
N: 0.128 1.174 0.265  -0.399
S: -1.459 1.484 -0.220  0.661
H: 4.150 -0.499 0.049  0.088
H: 3.377 1.298 -0.234  0.144
H: 2.910 -0.369 -1.424  0.121
H: 2.176 -1.174 1.225  0.101
H: 2.053 0.480 1.439  0.064
H: 0.714 -1.745 -1.456  0.110
H: -1.691 -2.586 -0.895  0.089
H: -1.647 -0.488 1.070  -0.046
H: -3.039 -1.406 0.662  0.141
H: -0.857 2.947 -0.366  0.005


## 2
Molecular formula: C5H10N2S
Method: DFT, ωB97M-V/def2-TZVPD

* LUMO energy: 0.96 eV
* SMILES: C=NN1CSC[C@H]1C

Last column: Löwdin charge in e.
Element x y z (Å)
C: 1.632 -1.987 0.550  -0.042
N: 1.188 -0.898 0.126  -0.027
N: 0.025 -0.574 -0.448  -0.200
C: -0.993 -1.593 -0.384  -0.414
S: -2.550 -0.675 0.042  0.857
C: -1.622 0.750 0.599  -0.457
C: -0.519 0.814 -0.452  -0.377
C: 0.630 1.806 -0.116  -0.051
H: 2.577 -1.990 0.947  0.034
H: 1.115 -2.896 0.381  0.047
H: -1.229 -2.357 -1.111  0.077
H: -0.732 -2.257 0.410  0.043
H: -1.304 0.538 1.547  0.049
H: -2.177 1.630 0.774  0.075
H: -1.001 0.928 -1.544  0.173
H: 1.218 1.470 0.724  0.062
H: 0.244 2.736 0.201  0.054
H: 1.241 1.872 -1.056  0.097


## 3
Molecular formula: C5H10N2S
Method: DFT, ωB97M-V/def2-TZVPD

* LUMO energy: 0.67 eV
* SMILES: CC/C=C/N.N=C=S

Last column: Löwdin charge in e.
Element x y z (Å)
C: -1.755 1.791 -0.742  -0.104
C: -0.738 0.758 -1.367  -0.271
C: -0.064 -0.034 -0.307  -0.207
C: -0.097 -1.303 -0.026  -0.288
N: 0.593 -1.890 1.005  0.023
H: -1.409 2.452 0.101  0.085
H: -2.048 2.425 -1.557  0.056
H: -2.390 1.162 -0.236  0.030
H: -1.210 0.053 -2.089  0.109
H: 0.051 1.357 -1.945  0.117
H: 0.372 0.710 0.459  0.136
H: -0.561 -2.037 -0.680  0.122
H: 0.166 -2.781 1.124  0.067
H: 0.821 -1.309 1.831  0.108
N: 3.981 0.026 1.608  0.061
C: 3.839 -0.687 0.608  -0.901
S: 3.424 -1.301 -0.745  0.750
H: 4.519 -0.284 2.473  0.105


## 4
Molecular formula: C5H10N2S
Method: DFT, ωB97M-V/def2-TZVPD

* LUMO energy: 0.99 eV
* SMILES: CCS/C=N/N1CC1

Last column: Löwdin charge in e.
Element x y z (Å)
C: 2.765 1.743 -1.307  -0.219
C: 1.647 1.001 -0.725  -0.605
S: 0.189 2.060 -0.484  0.898
C: -1.117 0.895 -0.236  -0.475
N: -0.874 -0.241 0.228  -0.038
N: -2.034 -0.826 0.665  -0.178
C: -1.933 -2.237 0.648  -0.172
C: -1.825 -1.471 1.921  -0.124
H: 2.312 2.281 -2.215  0.090
H: 3.531 1.087 -1.691  0.069
H: 3.176 2.493 -0.599  0.083
H: 1.389 0.148 -1.401  0.089
H: 2.039 0.455 0.168  0.091
H: -2.140 1.195 -0.349  0.076
H: -1.034 -2.706 0.235  0.101
H: -2.800 -2.718 0.187  0.100
H: -2.549 -1.656 2.680  0.086
H: -0.743 -1.504 2.275  0.127


Which of them is the least stable? Correct choice: 1.